Entry 1:
# C23H34Cl12O5

A 7-piece molecular cluster, C23H34Cl12O5 overall at a distorted geometry (ωB97M-V/def2-TZVPD, OMol25).

XYZ file:
```
74
C23H34Cl12O5, DFT ωB97M-V/def2-TZVPD
C 6.50 -0.39 1.48
C 6.27 -0.36 -0.10
O 6.89 -1.17 -0.83
O 5.35 0.53 -0.77
C 4.04 0.19 -0.22
C 2.81 0.93 -0.96
C 1.61 1.08 0.12
C 0.37 1.82 -0.55
C -0.77 2.20 0.54
C -1.90 3.19 -0.10
C -3.30 2.43 0.15
C -3.91 2.36 1.42
C -5.27 1.53 1.56
O -5.65 1.27 2.73
C -6.10 1.04 0.26
C -7.55 0.49 0.50
C -7.57 -1.18 0.11
C -6.06 -1.91 0.18
O -6.87 -1.55 -1.18
C -5.43 1.17 -0.97
C -3.95 1.71 -1.10
O -3.35 1.50 -2.19
H 7.18 0.50 1.76
H 5.55 -0.29 2.10
H 7.01 -1.36 1.81
H 3.97 0.52 0.88
H 3.91 -0.96 -0.31
H 2.50 0.32 -1.87
H 3.14 1.99 -1.28
H 1.99 1.71 1.01
H 1.31 0.04 0.50
H -0.10 1.18 -1.37
H 0.74 2.80 -1.03
H -1.28 1.20 0.81
H -0.30 2.64 1.48
H -1.67 3.28 -1.22
H -1.86 4.20 0.45
H -3.39 2.87 2.30
H -8.37 0.97 -0.13
H -7.83 0.43 1.61
H -8.51 -1.82 0.47
H -6.00 -2.98 -0.18
H -5.16 -1.41 -0.29
H -6.00 0.85 -1.91
Cl -0.89 5.69 1.47
C -1.48 5.54 3.13
Cl -1.26 3.90 3.75
H -0.94 6.23 3.77
H -2.55 5.78 3.15
Cl 4.03 -1.40 -3.44
C 5.74 -1.78 -3.71
Cl 5.92 -3.15 -4.81
H 6.23 -0.91 -4.13
H 6.19 -2.03 -2.75
Cl -5.94 -6.26 -0.77
C -6.11 -5.38 -2.29
Cl -6.64 -3.72 -2.01
H -5.15 -5.37 -2.81
H -6.86 -5.89 -2.91
Cl -2.35 -7.84 -2.30
C -2.93 -8.03 -0.64
Cl -2.71 -9.70 -0.08
H -2.37 -7.37 0.01
H -3.99 -7.78 -0.61
Cl 9.54 0.11 3.52
C 8.94 -0.71 4.96
Cl 7.79 -1.98 4.54
H 9.77 -1.15 5.50
H 8.44 0.02 5.60
Cl 3.75 4.41 -2.04
C 5.45 4.01 -2.31
Cl 5.62 2.65 -3.42
H 5.95 4.88 -2.74
H 5.91 3.75 -1.36
```

electronic energy	-6794.95059	hartree
E_HOMO	-9.693	eV

Results of the Löwdin charge analysis, in e, for atoms 1 through 6: atom 1 (C): -0.03, atom 2 (C): -0.39, atom 3 (O): 0.05, atom 4 (O): -0.11, atom 5 (C): -0.21, atom 6 (C): -0.17

---

Entry 2:
# C23H34ClF6NO17Si

A 6-piece molecular cluster, C23H34ClF6NO17Si overall (ωB97M-V/def2-TZVPD, OMol25).

XYZ file:
```
83
C23H34ClF6NO17Si, DFT ωB97M-V/def2-TZVPD
C 3.29 -0.10 3.99
C 2.87 0.19 2.54
C 3.72 1.26 1.87
F 3.45 1.24 0.47
Si 3.47 3.07 2.32
Cl 3.62 3.33 4.36
O 2.01 3.55 1.79
C 1.00 4.28 2.49
C -0.33 4.19 1.74
N -1.26 3.17 2.20
C -0.74 1.80 2.20
C -1.82 0.83 1.73
C -3.05 0.83 2.63
O -2.19 1.14 0.39
H 3.05 -1.13 4.25
H 2.78 0.55 4.70
H 4.36 0.04 4.13
H 2.99 -0.72 1.94
H 1.82 0.47 2.49
H 4.78 1.00 1.99
H 4.53 3.89 1.72
H 1.32 5.32 2.59
H 0.89 3.87 3.50
H -0.84 5.15 1.79
H -0.10 4.00 0.69
H -1.64 3.43 3.10
H 0.08 1.76 1.49
H -0.36 1.47 3.17
H -1.39 -0.17 1.69
H -2.77 0.77 3.69
H -3.62 1.76 2.49
H -3.70 -0.01 2.40
H -2.41 2.09 0.39
O -5.93 -3.12 -1.96
C -5.07 -2.33 -2.11
O -5.03 -1.09 -1.59
C -3.76 -0.49 -1.89
C -3.31 -1.30 -3.09
F -1.97 -1.50 -3.11
O -3.96 -2.54 -2.89
H -3.08 -0.63 -1.05
H -3.90 0.57 -2.08
H -3.61 -0.90 -4.06
O -7.38 -1.57 -6.81
C -6.90 -2.58 -6.42
O -7.55 -3.75 -6.28
C -6.60 -4.78 -5.96
C -5.44 -3.98 -5.40
F -4.23 -4.48 -5.75
O -5.60 -2.72 -6.04
H -6.30 -5.29 -6.87
H -7.04 -5.48 -5.25
H -5.47 -3.83 -4.32
O 9.00 -0.37 1.61
C 8.34 0.19 0.80
O 6.99 0.32 0.86
C 6.57 1.21 -0.18
C 7.73 1.14 -1.16
F 7.99 2.33 -1.74
O 8.81 0.78 -0.33
H 6.49 2.23 0.22
H 5.61 0.89 -0.58
H 7.62 0.39 -1.94
O -5.29 -7.16 -4.58
C -4.76 -7.86 -5.38
O -4.45 -7.48 -6.64
C -3.66 -8.51 -7.24
C -4.03 -9.73 -6.41
F -2.98 -10.55 -6.21
O -4.42 -9.15 -5.18
H -2.60 -8.28 -7.11
H -3.90 -8.59 -8.30
H -4.86 -10.32 -6.80
O 5.85 8.47 8.57
C 5.24 7.73 7.89
O 5.76 6.71 7.17
C 4.70 5.93 6.63
C 3.53 6.90 6.66
F 2.36 6.29 6.96
O 3.88 7.78 7.71
H 4.49 5.09 7.30
H 4.96 5.57 5.64
H 3.40 7.48 5.75
```

electronic energy	-3579.68179	hartree
E_HOMO	-9.645	eV

Results of the Löwdin charge analysis, in e, for atoms 1 through 6: atom 1 (C): -0.11, atom 2 (C): -0.23, atom 3 (C): -0.40, atom 4 (F): -0.09, atom 5 (Si): 0.22, atom 6 (Cl): 0.40

---

Entry 3:
# C23H34CsF2N2O2Si

C23H34CsF2N2O2Si as an isolated structure at a distorted geometry (ωB97M-V/def2-TZVPD, OMol25).

XYZ file:
```
65
C23H34CsF2N2O2Si, DFT ωB97M-V/def2-TZVPD
C 0.05 -2.84 4.56
C 0.31 -1.33 4.13
O -0.99 -0.69 4.19
C -1.16 0.30 3.14
C -2.43 -0.01 2.13
C -1.99 -0.08 0.63
N -2.54 1.18 -0.01
C -1.73 2.35 0.33
C -1.85 3.18 1.62
C -0.95 4.31 1.72
N -0.02 4.78 0.86
C 0.09 4.09 -0.31
C -0.71 2.91 -0.57
C -2.46 -1.34 -0.20
O -3.27 -2.28 0.49
C -2.51 -3.23 1.26
C -1.22 -1.98 -0.97
F -1.61 -3.13 -1.64
F -0.09 -2.13 -0.16
C -0.80 -0.91 -2.08
C 0.10 -1.51 -3.22
Si 1.88 -0.81 -3.32
C 2.15 -0.16 -5.10
C 3.08 -2.29 -3.08
C 2.32 0.49 -2.01
C 2.30 0.30 -0.56
C 2.69 1.33 0.42
C 3.14 2.63 -0.08
C 3.18 2.86 -1.53
C 2.77 1.82 -2.48
H 0.99 -3.40 4.33
H -0.25 -2.92 5.64
H -0.75 -3.22 3.89
H 1.03 -0.85 4.86
H 0.73 -1.38 3.10
H -0.21 0.50 2.59
H -1.43 1.30 3.67
H -3.19 0.86 2.24
H -2.94 -0.95 2.57
H -0.87 0.06 0.61
H -2.46 1.10 -1.04
H -2.59 2.92 2.43
H -1.04 4.90 2.68
H 0.82 4.45 -1.08
H -0.56 2.40 -1.56
H -3.11 -0.94 -1.03
H -1.55 -2.84 1.69
H -2.23 -4.08 0.58
H -3.13 -3.70 2.08
H -1.71 -0.45 -2.56
H -0.32 -0.07 -1.50
H -0.40 -1.24 -4.20
H 0.18 -2.63 -3.23
H 3.14 -0.54 -5.48
H 1.34 -0.59 -5.75
H 2.07 0.95 -5.21
H 2.59 -3.18 -3.53
H 4.06 -2.04 -3.56
H 3.18 -2.44 -1.97
H 2.00 -0.68 -0.13
H 2.66 1.15 1.52
H 3.48 3.44 0.61
H 3.55 3.85 -1.90
H 2.87 2.09 -3.56
Cs -3.69 0.33 4.06
```

electronic energy	-1665.71779	hartree
E_HOMO	-11.234	eV
charge	+1

Results of the Löwdin charge analysis, in e, for atoms 1 through 6: atom 1 (C): -0.05, atom 2 (C): -0.22, atom 3 (O): -0.28, atom 4 (C): -0.31, atom 5 (C): -0.49, atom 6 (C): -0.22

---

Entry 4:
# C23H34N2O4P3S

A 4-piece molecular cluster, C23H34N2O4P3S overall (ωB97M-V/def2-TZVPD, OMol25).

XYZ file:
```
67
C23H34N2O4P3S, DFT ωB97M-V/def2-TZVPD
N 0.33 -6.64 -2.85
P -0.80 -6.07 -3.99
O -0.17 -6.69 -5.36
C -0.44 -4.22 -4.29
C 0.98 -3.76 -3.93
C 1.13 -2.60 -2.93
P 1.19 -0.97 -3.79
O 0.14 -0.86 -4.79
O 1.13 0.11 -2.63
O 2.68 -0.87 -4.29
N 0.06 -2.54 -1.85
C -1.25 -3.27 -2.11
C -1.51 -3.35 -3.60
P -3.24 -3.88 -3.96
S -3.61 -4.09 -5.83
H 1.32 -6.59 -3.05
H 0.15 -6.42 -1.88
H 0.79 -6.61 -5.48
H -0.60 -4.12 -5.36
H 1.59 -4.60 -3.56
H 1.48 -3.42 -4.84
H 2.09 -2.71 -2.42
H 1.50 -0.06 -1.75
H 2.79 -1.03 -5.24
H 0.46 -2.84 -0.96
H -0.19 -1.55 -1.72
H -1.21 -4.24 -1.63
H -2.02 -2.68 -1.60
H -1.45 -2.34 -4.04
H -3.43 -4.99 -3.12
H -3.94 -2.87 -3.27
C 0.85 1.40 2.34
C -0.54 1.33 2.42
C -1.21 0.23 1.91
C -0.50 -0.79 1.31
C 0.89 -0.72 1.22
C 1.57 0.38 1.74
H 1.37 2.26 2.74
H -1.09 2.13 2.90
H -2.29 0.18 1.97
H -1.03 -1.66 0.92
H 1.46 -1.53 0.78
H 2.64 0.43 1.67
C -4.46 4.65 5.92
C -4.41 4.29 4.58
C -3.85 3.07 4.22
C -3.34 2.22 5.19
C -3.39 2.59 6.53
C -3.96 3.80 6.89
H -4.90 5.60 6.21
H -4.81 4.95 3.83
H -3.81 2.79 3.17
H -2.90 1.27 4.91
H -3.00 1.92 7.29
H -4.00 4.09 7.94
C 3.23 4.09 1.14
C 3.01 5.34 0.57
C 3.84 6.40 0.89
C 4.89 6.22 1.78
C 5.11 4.97 2.35
C 4.28 3.91 2.03
H 2.59 3.26 0.88
H 2.19 5.49 -0.13
H 3.67 7.38 0.45
H 5.54 7.05 2.03
H 5.93 4.83 3.04
H 4.46 2.94 2.47
```

electronic energy	-2729.40416	hartree
E_HOMO	-10.984	eV
charge	+1

Results of the Löwdin charge analysis, in e, for atoms 1 through 6: atom 1 (N): -0.18, atom 2 (P): 0.83, atom 3 (O): -0.27, atom 4 (C): -0.44, atom 5 (C): -0.16, atom 6 (C): -0.24

---

Entry 5:
# C23H34N2O5

One molecule with the formula C23H34N2O5 (ωB97M-V/def2-TZVPD, OMol25).

XYZ file:
```
64
C23H34N2O5, DFT ωB97M-V/def2-TZVPD
C -3.12 -2.52 1.20
O -4.24 -1.72 0.97
C -5.26 -2.39 0.25
C -6.39 -1.41 -0.07
C -5.88 -0.33 -1.02
O -5.82 -0.55 -2.21
N -5.49 0.85 -0.49
C -5.40 1.16 0.93
C -4.21 2.09 1.19
C -3.05 1.66 0.29
O -1.90 2.38 0.70
C -0.67 1.96 0.34
C -0.38 0.81 -0.39
C 0.94 0.48 -0.67
C 1.98 1.29 -0.25
C 3.40 1.01 -0.64
O 4.03 1.82 -1.31
N 3.94 -0.15 -0.24
C 3.37 -1.02 0.77
C 3.29 -2.46 0.27
C 4.68 -2.92 -0.16
C 5.21 -1.98 -1.23
C 5.26 -0.53 -0.74
C 6.38 -0.28 0.29
C 7.05 1.10 0.12
O 6.21 2.18 0.40
C 1.69 2.46 0.45
C 0.39 2.78 0.75
C -3.42 1.94 -1.18
C -4.94 1.86 -1.37
H -2.65 -2.84 0.26
H -3.38 -3.42 1.78
H -2.41 -1.92 1.77
H -4.85 -2.78 -0.70
H -5.64 -3.24 0.83
H -6.82 -1.00 0.84
H -7.16 -1.96 -0.61
H -6.33 1.64 1.27
H -5.24 0.24 1.49
H -3.91 2.02 2.23
H -4.45 3.13 0.97
H -2.89 0.58 0.45
H -1.16 0.16 -0.74
H 1.15 -0.41 -1.24
H 2.38 -0.65 1.04
H 4.00 -0.99 1.66
H 2.89 -3.10 1.06
H 2.61 -2.52 -0.59
H 4.64 -3.94 -0.55
H 5.35 -2.92 0.70
H 6.21 -2.28 -1.55
H 4.55 -2.03 -2.10
H 5.44 0.12 -1.61
H 5.98 -0.34 1.30
H 7.15 -1.04 0.18
H 7.46 1.17 -0.90
H 7.88 1.17 0.82
H 5.51 2.21 -0.28
H 2.50 3.11 0.76
H 0.15 3.68 1.30
H -2.92 1.22 -1.84
H -3.07 2.94 -1.44
H -5.41 2.81 -1.14
H -5.18 1.58 -2.39
```

electronic energy	-1382.55357	hartree
E_HOMO	-8.625	eV
energy above the lowest of the compared OMol25 structures with the same formula, charge and spin	81.6	kJ/mol

Results of the Löwdin charge analysis, in e, for atoms 1 through 6: atom 1 (C): -0.11, atom 2 (O): -0.22, atom 3 (C): -0.22, atom 4 (C): -0.06, atom 5 (C): -0.46, atom 6 (O): 0.05

---

Entry 6:
# C23H34N4O4S

One molecule with the formula C23H34N4O4S at a distorted geometry (ωB97M-V/def2-TZVPD, OMol25).

XYZ file:
```
66
C23H34N4O4S, DFT ωB97M-V/def2-TZVPD
C 0.33 5.38 -0.07
C 1.30 6.25 0.71
N 1.68 5.63 1.96
C 0.98 5.99 3.17
C 1.39 7.36 3.71
S 3.28 5.21 2.09
O 4.14 6.17 1.45
O 3.55 4.86 3.46
C 3.33 3.71 1.11
C 4.34 3.53 0.18
C 4.42 2.36 -0.55
C 3.46 1.35 -0.34
N 3.53 0.18 -1.03
C 2.64 -0.81 -0.82
C 1.60 -0.71 0.06
C 0.73 -1.94 0.18
O 0.99 -2.94 -0.48
N -0.28 -1.83 1.05
C -1.23 -2.87 1.31
C -2.59 -2.59 0.66
C -2.54 -2.91 -0.84
N -2.41 -4.35 -1.01
C -1.38 -4.77 -1.94
C -1.80 -4.63 -3.41
C -3.08 -5.44 -3.65
C -4.16 -4.99 -2.67
C -3.68 -5.04 -1.21
C -3.59 -6.47 -0.68
C 1.39 0.51 0.81
O 0.45 0.71 1.57
C 2.42 1.54 0.59
C 2.38 2.73 1.32
H -0.58 5.21 0.51
H 0.77 4.42 -0.29
H 0.06 5.87 -1.00
H 2.22 6.41 0.14
H 0.86 7.24 0.90
H 1.23 5.23 3.91
H -0.09 5.95 2.97
H 0.85 7.57 4.64
H 1.16 8.15 3.00
H 2.45 7.37 3.91
H 5.06 4.32 0.05
H 5.20 2.21 -1.27
H 4.28 0.05 -1.70
H 2.77 -1.73 -1.37
H -0.40 -0.93 1.50
H -0.83 -3.81 0.91
H -1.35 -2.96 2.40
H -2.85 -1.54 0.81
H -3.35 -3.21 1.13
H -3.43 -2.51 -1.33
H -1.67 -2.42 -1.28
H -1.16 -5.82 -1.74
H -0.48 -4.20 -1.74
H -1.00 -4.98 -4.06
H -1.99 -3.58 -3.64
H -2.86 -6.50 -3.50
H -3.43 -5.31 -4.67
H -5.05 -5.61 -2.78
H -4.44 -3.96 -2.91
H -4.42 -4.51 -0.59
H -4.59 -6.91 -0.64
H -2.97 -7.10 -1.31
H -3.17 -6.46 0.32
H 1.59 2.88 2.04
```

electronic energy	-1815.03502	hartree
E_HOMO	-7.797	eV
energy above the lowest of the compared OMol25 structures with the same formula, charge and spin	4.0	kJ/mol

Results of the Löwdin charge analysis, in e, for atoms 1 through 6: atom 1 (C): -0.06, atom 2 (C): -0.25, atom 3 (N): -0.27, atom 4 (C): -0.25, atom 5 (C): -0.07, atom 6 (S): 0.67

---

Entry 7:
# C23H35Br5N2O5SiZr

C23H35Br5N2O5SiZr as an isolated structure (ωB97M-V/def2-TZVPD, OMol25).

XYZ file:
```
72
C23H35Br5N2O5SiZr, DFT ωB97M-V/def2-TZVPD
Zr -0.70 0.85 -0.40
Br -0.65 1.40 6.59
C -0.59 1.80 4.75
C -0.32 3.09 4.32
Br -0.04 4.48 5.56
C -0.27 3.37 2.95
Br 0.08 5.09 2.27
C -0.48 2.36 2.04
O -0.43 2.54 0.71
C -0.78 1.06 2.47
O -1.01 0.16 1.51
C -0.82 0.78 3.82
Br -1.19 -1.00 4.32
Br -0.99 1.92 -2.79
C 0.85 -1.64 -4.46
C 1.92 -1.78 -3.37
C 2.62 -0.41 -3.29
C 2.95 -2.83 -3.83
Si 1.16 -2.31 -1.70
C 2.40 -2.80 -0.33
C 3.72 -2.01 -0.40
C 2.75 -4.29 -0.43
C 1.79 -2.54 1.06
C -0.36 -3.45 -1.84
C -0.80 -4.00 -0.48
C -1.58 -2.70 -2.41
C -0.06 -4.64 -2.76
H 1.34 -1.28 -5.37
H 0.10 -0.90 -4.19
H 0.35 -2.58 -4.71
H 3.02 -0.18 -4.28
H 3.45 -0.38 -2.59
H 1.92 0.38 -3.02
H 3.32 -2.54 -4.82
H 2.53 -3.83 -3.92
H 3.81 -2.88 -3.17
H 4.29 -2.23 -1.31
H 4.33 -2.32 0.45
H 3.56 -0.94 -0.34
H 3.22 -4.56 -1.38
H 1.88 -4.94 -0.30
H 3.45 -4.54 0.36
H 1.41 -1.52 1.18
H 2.58 -2.68 1.81
H 0.98 -3.23 1.31
H -1.02 -3.21 0.25
H -0.07 -4.67 -0.03
H -1.72 -4.58 -0.62
H -1.96 -1.94 -1.72
H -2.40 -3.42 -2.55
H -1.41 -2.22 -3.37
H 0.79 -5.23 -2.41
H 0.14 -4.35 -3.79
H -0.92 -5.31 -2.77
O 0.31 -0.89 -1.08
O 1.21 0.18 -0.62
N -3.08 1.11 -0.35
C -3.56 2.16 -0.44
N -4.06 3.36 -0.44
C -3.17 4.51 -0.14
C -2.92 5.28 -1.42
O -4.14 5.65 -2.03
C -4.88 4.51 -2.42
C -5.27 3.68 -1.20
H -2.25 4.13 0.31
H -3.69 5.13 0.60
H -2.32 4.68 -2.11
H -2.38 6.21 -1.20
H -4.28 3.90 -3.12
H -5.77 4.86 -2.94
H -5.77 2.75 -1.48
H -5.93 4.25 -0.55
```

electronic energy	-14589.89737	hartree
E_HOMO	-8.156	eV
energy above the lowest of the compared OMol25 structures with the same formula, charge and spin	13.4	kJ/mol

Results of the Löwdin charge analysis, in e, for atoms 1 through 6: atom 1 (Zr): 1.54, atom 2 (Br): 0.73, atom 3 (C): -0.75, atom 4 (C): -0.76, atom 5 (Br): 0.73, atom 6 (C): -0.65